Record 1
This record from the OMol25 dataset describes a 4-piece molecular cluster, C18H26NO9 overall at a distorted geometry. The level of theory is the ωB97M-V functional and the def2-TZVPD basis.

Summary:
Total charge: -1
Gap between HOMO and LUMO in Ha: 0.10090
M in g/mol: 400.40
ΔE to the lowest compared entry with this formula, charge and spin in kJ/mol: 402.1
F_max in eV/Å: 6.24
HOMO energy in eV: -1.852
E_tot in eV: -38998.00077
E_LUMO in eV: 0.9

Element x y z (Å)
O  -21.580  -27.627  -26.951
O  -17.448  -32.984  -15.177
O  -20.975  -28.759  -21.669
O  -19.271  -33.299  -19.879
O  -22.234  -36.811  -20.364
O  -17.108  -35.037  -19.629
O  -19.766  -38.607  -20.743
O  -16.389  -31.074  -17.353
O  -13.114  -31.189  -16.592
N  -14.619  -32.822  -14.674
C  -19.752  -37.354  -20.423
C  -20.881  -35.091  -20.057
C  -21.058  -29.307  -25.274
C  -12.545  -31.682  -15.381
C  -20.870  -29.541  -23.934
C  -19.473  -34.523  -19.939
C  -21.645  -27.408  -23.358
C  -13.281  -33.014  -15.127
C  -21.217  -28.618  -22.983
C  -21.785  -27.092  -24.684
C  -16.812  -33.727  -14.145
C  -18.469  -36.878  -20.180
C  -18.669  -32.384  -14.992
C  -18.217  -35.482  -19.914
C  -12.463  -30.002  -17.061
C  -15.365  -34.074  -14.471
C  -20.977  -36.451  -20.260
C  -21.383  -28.014  -25.683
H  -12.770  -30.956  -14.600
H  -12.865  -29.137  -16.533
H  -20.481  -30.469  -23.543
H  -16.723  -31.602  -18.083
H  -21.235  -26.731  -26.962
H  -15.388  -34.683  -15.375
H  -15.084  -34.807  -13.714
H  -19.351  -33.101  -14.535
H  -22.168  -26.136  -25.007
H  -11.467  -31.842  -15.363
H  -17.433  -34.587  -13.895
H  -19.040  -31.897  -15.894
H  -21.898  -26.673  -22.608
H  -15.473  -31.256  -17.132
H  -21.694  -34.379  -20.029
H  -16.704  -33.167  -13.216
H  -20.577  -29.604  -21.446
H  -18.533  -31.623  -14.224
H  -11.388  -30.084  -16.900
H  -13.341  -33.693  -15.978
H  -14.670  -32.361  -13.777
H  -16.931  -31.408  -16.634
H  -12.794  -33.510  -14.287
H  -12.562  -29.746  -18.116
H  -17.586  -37.468  -20.376
H  -20.877  -30.096  -25.988

=====

Record 2
This record from the OMol25 dataset describes C18H27AsN6S3V as an isolated structure. The level of theory is the ωB97M-V functional and the def2-TZVPD basis.

Summary:
Total charge: +3
Gap between HOMO and LUMO (spin up / spin down) in Ha: 0.22684 / 0.23729
M in g/mol: 549.52
2S+1: 3
F_max in eV/Å: 0.90
HOMO energy (spin up / spin down) in eV: -16.028 / -16.049
E_tot in eV: -147055.20308
E_LUMO (spin up / spin down) in eV: -9.9 / -9.6

Element x y z (Å)
As  -1.321  -0.517  -4.272
V  -0.729  -1.175  -0.104
S  0.120  0.966  0.432
S  -2.856  -1.069  1.034
S  -1.515  -1.342  -2.260
N  -1.268  -2.582  2.569
N  -0.991  3.325  0.922
N  -2.205  1.984  -0.471
N  -3.428  -2.330  3.271
N  1.366  -1.678  -0.229
N  -0.278  -2.316  1.659
C  1.171  3.371  3.945
C  0.214  2.958  3.031
C  -2.496  -2.061  2.382
C  -3.033  0.229  -4.685
C  4.072  -2.250  -0.133
C  -1.132  2.171  0.309
C  2.186  -1.260  -1.194
C  -0.947  -1.988  -5.437
C  3.221  -2.689  0.879
C  1.699  5.264  2.558
C  0.046  0.820  -4.389
C  0.907  -2.793  1.839
C  1.914  4.520  3.709
C  0.029  3.698  1.874
C  3.547  -1.529  -1.186
C  0.752  4.854  1.632
C  1.280  -3.652  2.999
C  1.878  -2.392  0.802
H  -3.787  -0.546  -4.564
H  0.579  5.432  0.731
H  -2.300  1.131  -0.999
H  1.434  -3.037  3.891
H  -3.239  1.064  -4.020
H  -2.998  2.606  -0.427
H  0.506  -4.391  3.211
H  2.648  4.847  4.433
H  2.264  6.169  2.381
H  2.193  -4.208  2.813
H  -3.274  -2.917  4.079
H  1.318  2.811  4.859
H  0.024  -2.409  -5.187
H  -1.051  -3.139  3.386
H  -0.175  1.626  -3.693
H  -0.403  2.091  3.233
H  -1.626  4.071  0.657
H  -1.726  -2.736  -5.310
H  1.734  -0.685  -1.990
H  4.172  -1.170  -1.992
H  -4.359  -1.959  3.144
H  -3.017  0.575  -5.719
H  5.130  -2.473  -0.086
H  0.060  1.205  -5.409
H  -0.942  -1.623  -6.464
H  1.010  0.373  -4.157
H  3.624  -3.245  1.713

=====

Record 3
This record from the OMol25 dataset describes C18H27BCaClFNO6P as an isolated structure at a distorted geometry. The level of theory is the ωB97M-V functional and the def2-TZVPD basis.

Summary:
Gap between HOMO and LUMO in Ha: 0.10668
M in g/mol: 489.73
F_max in eV/Å: 5.99
HOMO energy in eV: -6.571
E_tot in eV: -76508.80091
E_LUMO in eV: -3.7

Element x y z (Å)
Ca  -4.625  0.362  3.177
Cl  1.075  3.002  2.223
P  -0.345  0.694  1.185
F  -3.025  -1.847  5.522
O  -1.811  2.766  0.319
O  -3.004  0.683  2.367
O  -1.362  -0.983  3.506
O  -3.288  0.531  -4.533
O  -1.282  1.295  -3.851
O  -2.450  2.460  -5.435
N  0.593  -3.294  -1.766
C  3.664  -0.330  2.179
C  3.964  2.784  0.738
C  0.526  -5.707  -1.733
C  -0.789  -5.677  -1.281
C  -3.128  2.958  -0.176
C  6.176  -0.013  3.390
C  1.170  -4.501  -1.957
C  -2.349  1.512  -4.674
C  -1.641  0.239  -2.980
C  -3.118  3.982  -1.292
C  2.634  1.817  0.507
C  5.134  2.135  1.736
C  -1.410  -4.450  -1.072
C  5.004  0.627  2.424
C  1.092  -0.564  0.959
C  -2.705  -0.485  -3.740
C  2.492  0.309  1.215
C  -0.685  -3.297  -1.328
B  -1.649  0.034  2.475
H  4.033  3.851  0.261
H  -4.125  4.139  -1.687
H  -2.433  -4.393  -0.719
H  -3.499  1.996  -0.542
H  1.162  -0.932  -0.164
H  6.084  2.822  1.948
H  -2.464  3.656  -2.107
H  -1.126  -2.315  -1.183
H  -0.931  -0.502  4.290
H  2.198  -4.471  -2.307
H  -1.494  3.624  0.650
H  3.556  -1.406  2.667
H  -2.296  -1.258  -4.399
H  1.018  -1.500  1.684
H  0.189  1.887  1.855
H  6.227  0.691  4.348
H  -3.769  3.283  0.649
H  -0.778  -0.397  -2.764
H  5.875  -1.131  3.677
H  -2.727  4.941  -0.934
H  1.038  -6.647  -1.906
H  -2.759  1.639  2.105
H  -1.326  -6.602  -1.093
H  7.215  0.041  2.854
H  -3.451  -0.939  -3.081
H  1.742  2.211  -0.161
H  -2.014  0.665  -2.043

=====

Q: Which formula does entry 1 have?
A: C18H26NO9